# 1
Computed, not measured: a molecular structure, CH3N3P2, with ωB97M-V with the def2-TZVPD basis set.

Each line ends with the natural charge from an NBO analysis.
Geometry (Å):
C 0.432 0.428 1.457  -0.05
N -0.274 1.447 1.631  -0.35
N -0.862 1.950 0.360  0.06
N -0.489 1.486 -0.694  -0.44
P 0.615 0.250 -0.939  0.52
P -0.623 -1.483 -1.118  0.08
H 1.007 -0.130 2.243  0.22
H 0.212 -2.358 -0.626  -0.01
H -0.017 -1.591 -2.314  -0.02

- Net charge: 0
- HOMO: -9.33 eV
- Frontier orbital gap: 0.320 Eh
- E_LUMO: -0.612 eV
- Calculated total energy: -886.71877 Ha
- Energy above the lowest of the compared OMol25 structures with the same formula, charge and spin: 37.1 kcal per mole



# 2
Computed, not measured: 2 unconnected molecules or ions with the total composition CH3N3S, with ωB97M-V with the def2-TZVPD basis set.

Each line ends with the natural charge from an NBO analysis.
Geometry (Å):
C 1.752 0.077 -0.509  -0.45
N -2.105 -1.043 -1.306  -0.12
N -2.209 -1.002 -0.190  0.27
N -2.163 -1.053 0.986  -0.57
S 2.142 -1.432 0.060  0.06
H 1.107 0.118 -1.334  0.19
H 2.078 1.009 0.086  0.20
H -2.722 -0.726 1.742  0.41

- Net charge: 0
- HOMO: -8.88 eV
- Frontier orbital gap: 0.308 Eh
- E_LUMO: -0.492 eV
- Calculated total energy: -602.23077 Ha
- Energy above the lowest of the compared OMol25 structures with the same formula, charge and spin: 40.2 kcal per mole



# 3
Computed, not measured: a single CH3N3S molecule, with ωB97M-V with the def2-TZVPD basis set.

Each line ends with the Löwdin spin population.
Geometry (Å):
C -0.498 -0.629 -0.053  0.06
N 0.839 1.315 -0.084  0.60
N 1.744 0.505 -0.052  0.57
N -0.429 0.758 -0.227  0.27
S 1.320 -1.124 -0.120  0.44
H -0.746 -0.955 0.974  0.03
H -1.152 -1.068 -0.839  0.02
H -1.077 1.198 0.402  0.02

- <S²>: 2.007
- Net charge: 0
- HOMO (spin up / spin down): -5.62 / -9.20 eV
- Spin multiplicity: 3
- Frontier orbital gap (spin up / spin down): 0.229 / 0.251 Eh
- E_LUMO (spin up / spin down): 0.604 / -2.367 eV
- Calculated total energy: -602.14975 Ha
- Energy above the lowest of the compared OMol25 structures with the same formula, charge and spin: 32.0 kcal per mole



# 4
Computed, not measured: 2 unconnected molecules or ions with the total composition CH3N3S2, with ωB97M-V with the def2-TZVPD basis set.

Each line ends with the natural charge from an NBO analysis.
Geometry (Å):
C -1.263 -0.261 0.823  -0.57
N 1.265 0.323 -0.699  -0.09
N 0.664 0.241 -1.631  0.28
N 0.367 0.036 -2.765  -0.55
S -0.820 -0.404 2.371  0.39
S 1.030 0.730 2.709  -0.19
H -2.280 -0.688 0.586  0.20
H -0.483 -0.442 -2.929  0.37
H 1.520 0.465 1.535  0.16

- Net charge: 0
- HOMO: -8.86 eV
- Frontier orbital gap: 0.309 Eh
- E_LUMO: -0.451 eV
- Calculated total energy: -1000.36352 Ha
- Energy above the lowest of the compared OMol25 structures with the same formula, charge and spin: 73.5 kcal per mole



# 5
Computed, not measured: 2 unconnected molecules or ions with the total composition CH3N4, with ωB97M-V with the def2-TZVPD basis set.

Each line ends with the natural charge from an NBO analysis.
Geometry (Å):
C -0.968 -0.206 0.081  0.77
N 2.559 0.640 -0.552  -0.05
N 2.973 1.503 -1.084  0.05
N -0.887 0.330 -0.925  -0.44
N -0.858 -0.842 1.157  -0.76
H -1.237 1.019 -1.563  0.49
H 0.004 -0.967 1.733  0.50
H -1.585 -1.476 1.154  0.45

- Net charge: +1
- HOMO: -17.75 eV
- Frontier orbital gap: 0.474 Eh
- E_LUMO: -4.845 eV
- Calculated total energy: -258.65414 Ha
- Energy above the lowest of the compared OMol25 structures with the same formula, charge and spin: 5.9 kcal per mole



# 6
Computed, not measured: a molecular structure, CH3N4, with ωB97M-V with the def2-TZVPD basis set.

Each line ends with the natural charge from an NBO analysis.
Geometry (Å):
C 0.853 0.330 -0.024  0.67
N 2.149 0.946 0.024  -0.14
N 2.716 -0.144 -0.023  0.23
N 1.425 -0.926 0.008  -0.51
N -0.373 0.693 -0.012  -0.65
H 1.331 -1.909 0.171  0.46
H -0.623 1.703 0.120  0.47
H -1.260 0.211 0.074  0.48

- Net charge: +1
- HOMO: -16.54 eV
- Frontier orbital gap: 0.357 Eh
- E_LUMO: -6.831 eV
- Calculated total energy: -258.52203 Ha
- Energy above the lowest of the compared OMol25 structures with the same formula, charge and spin: 88.8 kcal per mole



# 7
Computed, not measured: a single CH3N5 molecule, with ωB97M-V with the def2-TZVPD basis set.

Each line ends with the natural charge from an NBO analysis.
Geometry (Å):
N -0.977 1.701 0.441  -0.63
N -0.418 0.433 0.218  -0.06
C 0.320 -0.394 1.032  0.13
N 0.893 -1.324 0.268  -0.29
N 0.587 -1.075 -1.041  -0.05
N -0.113 0.055 -1.051  -0.09
H -1.828 1.901 -0.172  0.39
H -0.277 2.466 0.050  0.37
H 0.381 -0.540 2.091  0.23

- Net charge: 0
- HOMO: -10.73 eV
- Frontier orbital gap: 0.413 Eh
- E_LUMO: 0.502 eV
- Calculated total energy: -313.58774 Ha
- Energy above the lowest of the compared OMol25 structures with the same formula, charge and spin: 44.7 kcal per mole



# 8
Computed, not measured: a molecular structure, CH3N5, with ωB97M-V with the def2-TZVPD basis set.

Each line ends with the natural charge from an NBO analysis.
Geometry (Å):
N -1.582 -0.066 0.284  -0.79
C -0.264 0.070 -0.026  0.45
N 0.628 -0.925 0.005  -0.42
N 1.854 -0.244 -0.319  -0.22
N 1.581 1.024 -0.475  -0.01
N 0.293 1.239 -0.382  -0.29
H -1.973 -0.993 0.212  0.40
H -2.173 0.680 -0.048  0.41
H 1.635 -0.785 0.749  0.48

- Net charge: 0
- HOMO: -9.83 eV
- Frontier orbital gap: 0.389 Eh
- E_LUMO: 0.763 eV
- Calculated total energy: -313.57679 Ha
- Energy above the lowest of the compared OMol25 structures with the same formula, charge and spin: 51.6 kcal per mole



# 9
Computed, not measured: a single CH3N5 molecule, with ωB97M-V with the def2-TZVPD basis set.

Each line ends with the natural charge from an NBO analysis.
Geometry (Å):
N 1.690 0.080 -0.002  -0.84
C 0.303 0.183 -0.120  0.42
N -0.401 1.240 -0.048  -0.31
N -1.636 0.864 -0.019  -0.04
N -1.575 -0.435 0.056  -0.14
N -0.392 -0.944 -0.066  -0.32
H 2.293 0.948 0.234  0.41
H 2.095 -0.824 0.004  0.40
H -2.378 -1.113 -0.038  0.42

- Net charge: 0
- HOMO: -8.99 eV
- Frontier orbital gap: 0.373 Eh
- E_LUMO: 1.158 eV
- Calculated total energy: -313.63738 Ha
- Energy above the lowest of the compared OMol25 structures with the same formula, charge and spin: 13.5 kcal per mole



# 10
Computed, not measured: a single CH3N5O molecule, with ωB97M-V with the def2-TZVPD basis set.

Each line ends with the natural charge from an NBO analysis.
Geometry (Å):
H -1.868 -0.116 1.369  0.35
N -1.196 0.541 1.528  -0.62
C -0.339 0.625 0.602  0.44
N 0.928 1.252 0.656  -0.23
N 1.513 1.100 -0.430  0.07
N 0.921 0.062 -1.082  -0.30
N -0.341 -0.160 -0.581  -0.05
O -0.636 -1.545 -0.369  -0.52
H 1.042 0.036 -2.159  0.40
H -0.023 -1.795 0.466  0.46

- Net charge: 0
- HOMO: -9.62 eV
- Frontier orbital gap: 0.337 Eh
- E_LUMO: -0.451 eV
- Calculated total energy: -388.76202 Ha
- Energy above the lowest of the compared OMol25 structures with the same formula, charge and spin: 67.6 kcal per mole



# 11
Computed, not measured: a gas-phase ion, CH3N5O (charge +2), with ωB97M-V with the def2-TZVPD basis set.

Each line ends with the natural charge from an NBO analysis.
Geometry (Å):
C -0.679 -0.210 0.241  0.54
N 0.060 0.925 0.241  -0.14
N 1.170 1.053 -0.069  0.51
N 2.263 0.831 -0.253  -0.06
N 0.365 -1.084 -0.265  0.14
N -1.961 -0.214 0.054  -0.59
O 0.609 -2.147 0.137  0.02
H 3.233 1.137 -0.230  0.54
H -2.386 0.800 0.053  0.50
H -2.675 -1.090 0.092  0.54

- Net charge: +2
- HOMO: -20.42 eV
- Frontier orbital gap: 0.298 Eh
- E_LUMO: -12.306 eV
- Calculated total energy: -387.89838 Ha
- Energy above the lowest of the compared OMol25 structures with the same formula, charge and spin: 69.5 kcal per mole



# 12
Computed, not measured: a single CH3N5O2 molecule, with ωB97M-V with the def2-TZVPD basis set.

Each line ends with the natural charge from an NBO analysis.
Geometry (Å):
N -2.773 0.052 0.032  -0.60
N -1.624 -0.485 -0.352  -0.19
C -0.435 -0.152 -0.010  0.32
N -0.027 1.310 0.266  -0.22
N 1.170 1.420 0.198  0.17
O 1.704 0.353 -0.449  -0.22
N 0.819 -0.678 -0.554  0.08
O 1.340 -1.385 0.658  -0.58
H -3.720 -0.662 -0.137  0.39
H -2.854 0.421 1.236  0.37
H 1.876 -1.929 0.155  0.47

- Net charge: 0
- HOMO: -9.26 eV
- Frontier orbital gap: 0.320 Eh
- E_LUMO: -0.542 eV
- Calculated total energy: -463.86378 Ha
- Energy above the lowest of the compared OMol25 structures with the same formula, charge and spin: 107.1 kcal per mole